Record 1
{
  "formula": "C40H45AuN2O3SeSiTe2",
  "method": "ωB97M-V/def2-TZVPD",
  "charge": -1,
  "homo_lumo_gap_ev": [4.99, 4.87],
  "e_homo_ev": [-4.018, -3.884],
  "multiplicity": 2,
  "s_squared": 0.75,
  "elements": ["Au", "O", "C", "O", "C", "C", "C", "C", "C", "N", "H", "H", "H", "H", "C", "C", "C", "C", "C", "C", "Te", "N", "C", "O", "C", "C", "C", "C", "C", "C", "C", "C", "C", "C", "C", "C", "C", "C", "C", "C", "C", "C", "H", "H", "H", "H", "H", "H", "H", "H", "H", "H", "H", "H", "H", "H", "H", "H", "H", "H", "H", "H", "H", "H", "H", "H", "H", "H", "H", "Te", "C", "C", "C", "C", "C", "C", "H", "H", "H", "H", "H", "C", "Si", "C", "C", "Se", "H", "H", "H", "H", "H", "H", "H", "H", "H"],
  "xyz": [[1.31, -1.56, -1.11], [-0.10, -1.60, 2.73], [0.54, -2.03, 1.76], [1.51, -1.42, 1.25], [0.00, -3.27, 1.10], [-0.82, -4.16, 1.79], [-1.40, -5.21, 1.10], [-1.15, -5.35, -0.26], [-0.31, -4.42, -0.86], [0.22, -3.41, -0.20], [-0.99, -4.01, 2.85], [-2.05, -5.90, 1.61], [-1.59, -6.15, -0.83], [-0.07, -4.48, -1.91], [1.62, 4.47, 6.35], [1.18, 3.65, 5.17], [0.17, 2.71, 5.29], [-0.24, 1.94, 4.21], [-1.30, 0.91, 4.41], [0.38, 2.12, 2.97], [-0.10, 0.75, 1.21], [-0.53, -0.61, -0.51], [-0.88, 0.32, -1.36], [-0.77, 1.55, -1.10], [-1.42, -0.09, -2.68], [-1.57, -1.43, -3.02], [-2.10, -1.78, -4.25], [-2.49, -0.79, -5.14], [-2.34, 0.55, -4.81], [-1.81, 0.90, -3.58], [-2.15, 1.34, 1.34], [-2.50, 2.69, 1.34], [-1.48, 3.76, 1.15], [-3.83, 3.05, 1.49], [-4.83, 2.10, 1.60], [-6.28, 2.49, 1.79], [-4.48, 0.76, 1.54], [-3.16, 0.37, 1.41], [-2.84, -1.09, 1.36], [1.42, 3.04, 2.84], [2.12, 3.26, 1.54], [1.80, 3.80, 3.94], [1.18, 4.09, 7.27], [1.31, 5.51, 6.22], [2.70, 4.45, 6.45], [-0.31, 2.57, 6.25], [-1.46, 0.72, 5.47], [-1.00, -0.02, 3.92], [-2.24, 1.24, 3.97], [-1.25, -2.18, -2.32], [-2.21, -2.82, -4.51], [-2.92, -1.06, -6.10], [-2.63, 1.31, -5.51], [-1.69, 1.93, -3.29], [-0.66, 3.37, 0.54], [-1.07, 4.10, 2.10], [-1.93, 4.62, 0.65], [-4.08, 4.10, 1.50], [-6.40, 3.57, 1.74], [-6.64, 2.13, 2.76], [-6.90, 2.03, 1.02], [-5.25, 0.01, 1.58], [-3.74, -1.70, 1.39], [-2.19, -1.36, 2.20], [-2.29, -1.32, 0.45], [1.87, 2.47, 0.82], [3.20, 3.26, 1.68], [1.83, 4.22, 1.11], [2.59, 4.52, 3.83], [2.12, 0.44, -2.83], [1.35, -0.48, -4.58], [1.23, -1.86, -4.66], [0.69, -2.46, -5.77], [0.26, -1.70, -6.84], [0.40, -0.32, -6.79], [0.93, 0.28, -5.67], [1.58, -2.47, -3.83], [0.59, -3.54, -5.80], [-0.18, -2.17, -7.71], [0.07, 0.29, -7.62], [1.02, 1.36, -5.63], [6.23, -1.56, -2.08], [5.00, -1.97, -0.67], [5.83, -3.16, 0.57], [4.50, -0.36, 0.22], [3.26, -3.10, -1.63], [7.16, -1.14, -1.69], [5.80, -0.85, -2.77], [6.47, -2.46, -2.64], [6.77, -2.75, 0.93], [6.02, -4.13, 0.12], [5.19, -3.33, 1.43], [5.26, -0.05, 0.93], [3.58, -0.51, 0.77], [4.35, 0.45, -0.49]],
  "lowdin_charge": [0.617, -0.083, -0.716, -0.224, -0.180, 0.011, -0.055, -0.051, -0.137, 0.023, 0.121, 0.105, 0.101, 0.110, -0.067, -0.289, -0.028, -0.294, -0.057, -0.297, 1.910, -0.284, -0.779, -0.174, -0.191, -0.048, -0.093, -0.104, -0.092, -0.026, -0.294, -0.280, -0.058, -0.017, -0.277, -0.061, -0.022, -0.283, -0.062, -0.329, -0.083, -0.035, 0.066, 0.074, 0.071, 0.104, 0.075, 0.041, 0.077, 0.080, 0.102, 0.099, 0.099, 0.116, 0.044, 0.084, 0.082, 0.110, 0.068, 0.077, 0.075, 0.112, 0.078, 0.060, 0.052, 0.014, 0.076, 0.081, 0.112, 1.019, -0.616, -0.184, -0.106, -0.115, -0.112, -0.164, 0.009, 0.102, 0.096, 0.100, 0.093, -0.237, 0.143, -0.235, -0.225, 0.283, 0.015, 0.010, 0.012, 0.016, 0.012, 0.020, 0.024, -0.008, -0.008]
}

=====

Record 2
{
  "formula": "C40H45BClN8O6Ru",
  "method": "ωB97M-V/def2-TZVPD",
  "charge": -1,
  "homo_lumo_gap_ev": [8.12, 7.97],
  "e_homo_ev": [-5.629, -5.473],
  "multiplicity": 5,
  "s_squared": 6.01,
  "elements": ["Ru", "C", "C", "C", "C", "C", "N", "N", "B", "N", "N", "C", "C", "C", "C", "C", "N", "N", "C", "C", "C", "C", "C", "H", "H", "H", "H", "H", "H", "H", "H", "H", "H", "H", "H", "H", "H", "H", "H", "H", "H", "H", "H", "H", "H", "O", "C", "N", "C", "C", "O", "N", "C", "C", "C", "C", "C", "C", "C", "C", "C", "C", "C", "C", "H", "H", "H", "H", "H", "H", "H", "H", "H", "H", "H", "C", "C", "C", "C", "C", "C", "C", "C", "C", "C", "H", "H", "H", "H", "H", "H", "H", "H", "H", "H", "H", "H", "O", "Cl", "O", "O", "O"],
  "xyz": [[-0.74, -0.16, 0.41], [-2.68, -2.54, -1.94], [-1.73, -3.17, -0.99], [-1.43, -4.53, -0.84], [-0.52, -4.59, 0.20], [0.10, -5.81, 0.79], [-0.29, -3.33, 0.62], [-1.03, -2.47, -0.10], [0.59, -2.85, 1.78], [1.75, -1.97, 1.28], [1.51, -0.78, 0.72], [2.63, -0.08, 0.69], [2.68, 1.31, 0.17], [3.66, -0.87, 1.23], [3.05, -2.05, 1.61], [3.67, -3.23, 2.29], [-0.22, -1.96, 2.75], [0.07, -0.64, 2.84], [-0.21, -0.24, 4.07], [0.21, 1.08, 4.61], [-0.76, -1.30, 4.79], [-0.75, -2.37, 3.92], [-1.22, -3.77, 4.15], [-3.56, -3.18, -2.07], [-2.21, -2.40, -2.91], [-2.99, -1.58, -1.55], [-1.82, -5.35, -1.41], [-0.25, -6.68, 0.26], [-0.17, -5.90, 1.84], [1.19, -5.77, 0.73], [1.01, -3.79, 2.37], [1.66, 1.65, 0.00], [3.22, 1.33, -0.77], [3.18, 1.97, 0.89], [4.70, -0.61, 1.33], [4.74, -3.09, 2.34], [3.45, -4.14, 1.75], [3.27, -3.32, 3.30], [0.80, 1.61, 3.87], [0.82, 0.92, 5.50], [-0.64, 1.70, 4.89], [-1.11, -1.29, 5.81], [-1.76, -3.82, 5.09], [-0.39, -4.47, 4.18], [-1.89, -4.07, 3.34], [-2.01, 0.41, -1.82], [-0.93, 0.39, -2.39], [-0.75, 0.56, -3.74], [0.57, 0.10, -4.10], [1.23, 0.03, -2.67], [2.42, -0.15, -2.51], [0.27, 0.22, -1.77], [0.50, -1.26, -4.76], [0.03, -1.34, -6.07], [-0.07, -2.56, -6.71], [0.32, -3.72, -6.05], [0.79, -3.65, -4.75], [0.86, -2.43, -4.10], [1.40, 1.04, -4.91], [2.62, 0.57, -5.39], [3.47, 1.40, -6.10], [3.11, 2.72, -6.33], [1.91, 3.20, -5.84], [1.05, 2.37, -5.13], [-1.54, 0.39, -4.36], [-0.25, -0.43, -6.59], [-0.43, -2.61, -7.73], [0.25, -4.67, -6.55], [1.13, -4.54, -4.25], [1.21, -2.38, -3.08], [2.90, -0.45, -5.19], [4.41, 1.02, -6.46], [3.78, 3.38, -6.87], [1.63, 4.23, -6.01], [0.12, 2.75, -4.74], [-1.74, 4.52, 0.79], [-1.07, 3.92, 2.03], [0.43, 4.24, 1.94], [-1.19, 2.39, 2.10], [-1.73, 4.43, 3.30], [-1.01, 5.00, 4.34], [-1.63, 5.32, 5.54], [-2.98, 5.07, 5.72], [-3.71, 4.50, 4.69], [-3.09, 4.18, 3.49], [-1.29, 4.11, -0.11], [-1.63, 5.60, 0.80], [-2.80, 4.27, 0.75], [0.82, 3.84, 1.01], [0.98, 3.80, 2.76], [0.59, 5.32, 1.95], [-0.36, 1.86, 1.55], [0.04, 5.19, 4.25], [-1.05, 5.74, 6.35], [-3.46, 5.29, 6.66], [-4.76, 4.28, 4.82], [-3.66, 3.70, 2.71], [-3.03, -0.37, 1.11], [-3.46, 1.04, 1.04], [-1.86, 1.81, 2.93], [-4.64, 1.16, 0.18], [-2.34, 1.82, 0.41]],
  "lowdin_charge": [1.340, -0.024, -0.334, 0.006, -0.283, -0.030, 0.018, 0.047, -0.524, 0.020, -0.005, -0.342, -0.042, 0.017, -0.279, -0.032, 0.011, 0.058, -0.337, -0.034, 0.015, -0.287, -0.024, 0.079, 0.073, 0.053, 0.100, 0.075, 0.070, 0.076, 0.111, 0.041, 0.069, 0.076, 0.100, 0.074, 0.073, 0.081, 0.066, 0.079, 0.072, 0.101, 0.075, 0.071, 0.085, -0.017, -0.584, 0.164, -0.294, -0.460, 0.064, 0.112, -0.157, -0.033, -0.088, -0.102, -0.074, -0.009, -0.160, -0.024, -0.080, -0.107, -0.095, -0.022, 0.151, 0.120, 0.097, 0.095, 0.102, 0.118, 0.122, 0.099, 0.093, 0.095, 0.109, -0.029, -0.438, -0.044, -0.322, -0.169, -0.036, -0.096, -0.107, -0.075, -0.024, 0.088, 0.093, 0.075, 0.077, 0.077, 0.090, 0.092, 0.099, 0.095, 0.094, 0.101, 0.112, -0.516, 0.900, -0.046, -0.443, -0.535]
}

=====

Record 3
{
  "formula": "C40H45BMnN6O",
  "method": "ωB97M-V/def2-TZVPD",
  "charge": 1,
  "homo_lumo_gap_ev": [5.40, 7.10],
  "e_homo_ev": [-10.741, -10.735],
  "multiplicity": 5,
  "s_squared": 6.11,
  "elements": ["Mn", "C", "C", "C", "C", "N", "N", "B", "N", "N", "C", "C", "C", "C", "C", "C", "C", "C", "C", "C", "N", "N", "C", "C", "C", "C", "C", "C", "C", "C", "C", "C", "C", "C", "C", "C", "C", "C", "H", "H", "H", "H", "H", "H", "H", "H", "H", "H", "H", "H", "H", "H", "H", "H", "H", "H", "H", "H", "H", "H", "H", "H", "H", "H", "H", "H", "C", "C", "C", "O", "C", "H", "H", "H", "H", "H", "H", "H", "H", "C", "C", "C", "C", "C", "C", "H", "H", "H", "H", "H", "H", "H", "H", "H"],
  "xyz": [[2.46, -17.87, 10.37], [3.23, -22.56, 7.73], [2.61, -21.69, 8.84], [1.70, -22.03, 9.86], [1.49, -20.87, 10.65], [2.22, -19.90, 10.11], [2.92, -20.38, 9.01], [3.92, -19.47, 8.15], [5.00, -19.04, 9.24], [4.62, -18.69, 10.53], [5.73, -18.74, 11.32], [6.83, -19.01, 10.47], [6.35, -19.24, 9.18], [7.12, -19.64, 7.93], [5.76, -18.67, 12.79], [4.74, -19.18, 13.60], [4.80, -19.06, 14.99], [5.89, -18.47, 15.60], [6.93, -18.02, 14.82], [6.87, -18.16, 13.45], [3.03, -18.26, 7.67], [2.02, -17.73, 8.49], [1.16, -16.97, 7.73], [1.83, -16.80, 6.49], [2.92, -17.67, 6.46], [3.88, -17.96, 5.33], [-0.20, -16.65, 8.10], [-0.95, -15.81, 7.26], [-2.26, -15.44, 7.55], [-2.86, -15.89, 8.69], [-2.14, -16.74, 9.53], [-0.86, -17.14, 9.24], [0.64, -20.69, 11.82], [0.52, -19.46, 12.48], [-0.34, -19.32, 13.56], [-1.06, -20.42, 14.02], [-0.91, -21.64, 13.40], [-0.07, -21.77, 12.30], [2.76, -23.53, 7.70], [4.32, -22.67, 7.88], [3.12, -22.06, 6.76], [1.29, -23.03, 10.00], [4.43, -20.05, 7.22], [7.86, -19.12, 10.81], [8.17, -19.81, 8.19], [7.04, -18.85, 7.17], [6.68, -20.54, 7.53], [3.84, -19.58, 13.13], [3.96, -19.42, 15.60], [5.94, -18.34, 16.68], [7.78, -17.51, 15.31], [7.75, -17.86, 12.87], [1.51, -16.16, 5.66], [3.59, -17.39, 4.46], [3.87, -19.02, 5.10], [4.89, -17.69, 5.60], [-0.53, -15.43, 6.33], [-2.80, -14.81, 6.82], [-3.86, -15.57, 8.97], [-2.60, -17.11, 10.45], [-0.33, -17.81, 9.92], [1.08, -18.58, 12.09], [-0.47, -18.35, 14.06], [-1.75, -20.31, 14.87], [-1.46, -22.51, 13.76], [0.03, -22.74, 11.86], [4.95, -14.24, 12.94], [3.64, -14.28, 13.71], [3.24, -15.77, 13.64], [4.13, -16.40, 12.69], [4.63, -15.32, 11.88], [5.82, -14.56, 13.55], [5.20, -13.26, 12.54], [2.87, -13.73, 13.18], [3.68, -13.93, 14.74], [2.21, -15.94, 13.31], [3.43, -16.26, 14.61], [3.85, -14.95, 11.22], [5.52, -15.64, 11.31], [0.08, -13.04, 11.77], [1.01, -13.31, 10.57], [2.26, -12.38, 10.61], [0.28, -13.01, 9.26], [1.41, -14.74, 10.64], [1.80, -15.92, 10.66], [-0.45, -12.09, 11.66], [0.61, -13.01, 12.72], [-0.68, -13.83, 11.84], [1.96, -11.34, 10.48], [2.94, -12.62, 9.82], [2.80, -12.43, 11.56], [0.30, -11.96, 9.02], [-0.77, -13.30, 9.30], [0.74, -13.52, 8.42]],
  "lowdin_charge": [1.033, 0.003, -0.205, 0.054, -0.210, -0.008, 0.035, -0.389, 0.012, 0.052, -0.202, 0.032, -0.241, -0.001, -0.184, -0.039, -0.084, -0.091, -0.078, -0.042, 0.056, -0.021, -0.174, 0.058, -0.233, 0.007, -0.172, -0.034, -0.082, -0.067, -0.066, -0.037, -0.170, -0.046, -0.063, -0.067, -0.055, -0.021, 0.078, 0.092, 0.075, 0.115, 0.114, 0.119, 0.085, 0.085, 0.069, 0.105, 0.117, 0.112, 0.117, 0.116, 0.125, 0.087, 0.084, 0.088, 0.117, 0.125, 0.111, 0.115, 0.089, 0.076, 0.118, 0.116, 0.117, 0.108, -0.142, -0.153, -0.173, -0.206, -0.201, 0.124, 0.109, 0.069, 0.117, 0.095, 0.117, 0.069, 0.127, -0.042, -0.577, -0.033, -0.042, -0.083, -0.037, 0.090, 0.082, 0.084, 0.091, 0.083, 0.063, 0.083, 0.078, 0.080]
}